Molecular formula: C27H49Cl16N3O3P
Method: DFT, ωB97M-V with the def2-TZVPD basis set

```
99
Properties=species:S:1:pos:R:3:forces:R:3:mulliken_spin:R:1
C -0.317986 3.619013 0.651025 -0.3 -0.1 0.4 0.0147
C -0.584389 2.396667 -0.315104 -2.7 0.0 1.0 0.0153
C -2.127701 2.509809 -0.710870 0.5 0.6 -0.3 0.0203
C -0.414554 1.049535 0.505395 0.2 0.0 -0.2 0.0118
C 0.169347 -0.184163 -0.309941 -0.2 2.2 1.0 0.0013
C 0.400583 -1.351287 0.731491 -0.1 -0.5 -0.7 0.0009
C 1.531419 -2.393842 0.379287 -0.5 -0.7 0.3 0.0000
C 1.152181 -3.478874 -0.712884 1.6 0.1 0.8 0.0002
N 1.481012 -3.081948 -2.101798 -0.5 -0.8 -0.1 0.0001
C 0.961697 -4.122853 -3.060345 -0.7 1.5 -0.2 -0.0001
C -0.229936 -3.445305 -3.832990 -1.1 -0.7 -0.3 0.0005
C -1.586912 -3.803974 -3.436612 0.2 2.1 -2.5 -0.0004
C -2.686398 -3.137759 -4.126787 0.8 0.5 -0.4 -0.0001
C -2.495654 -2.143492 -5.182938 2.2 -1.4 1.3 -0.0004
C -1.128144 -1.836546 -5.591628 -0.7 -1.0 1.4 0.0007
C -0.021207 -2.489142 -4.910030 -1.7 -0.3 0.6 -0.0002
O 1.303325 -2.213090 -5.268593 -0.6 0.2 0.3 -0.0001
P -1.104212 -0.874423 -1.559610 1.1 -2.4 -0.6 -0.0048
N -2.696038 -0.866321 -0.786109 0.5 1.1 -0.5 0.0002
O -1.175259 0.134571 -2.927614 -0.3 0.2 1.4 0.0007
C 1.459932 0.268170 -1.100630 -1.0 0.0 -0.7 -0.0031
C 1.498642 1.797797 -1.523717 1.6 -1.2 -1.3 0.0608
C 2.097047 1.830322 -3.002138 0.3 -0.2 0.2 0.0109
C 2.552037 2.530830 -0.614904 0.5 0.0 0.2 0.0205
N 0.167771 2.452632 -1.596374 2.2 1.7 2.0 0.2672
O 0.359811 3.687729 -1.980441 -1.0 -0.9 -0.6 0.5966
H 0.705387 3.614991 1.108269 -0.8 0.1 -0.6 0.0002
H -1.033562 3.508696 1.511916 0.7 0.0 -0.8 0.0004
H -0.561148 4.609627 0.186937 0.5 -1.0 0.2 -0.0033
H -2.752858 2.659441 0.209807 0.6 -0.4 -0.9 -0.0010
H -2.264915 3.422133 -1.349629 0.2 -0.8 0.5 0.0002
H -2.461305 1.625191 -1.303915 0.2 0.7 0.6 -0.0056
H 0.177300 1.266901 1.446827 -0.5 -0.4 -1.4 -0.0010
H -1.446405 0.753788 0.847550 1.1 0.3 -0.2 0.0025
H -0.575376 -1.923400 0.775546 0.9 0.4 0.2 -0.0001
H 0.560110 -0.948409 1.768572 0.0 -0.2 -1.0 0.0000
H 1.709397 -2.980770 1.326388 -0.2 0.6 -0.9 0.0000
H 2.523888 -1.928174 0.133543 -1.0 -0.3 0.1 0.0000
H 1.807469 -4.377859 -0.477677 -0.9 0.6 0.0 0.0000
H 0.083374 -3.776343 -0.585574 0.8 0.4 -0.4 0.0000
H 2.491310 -2.999956 -2.221331 -0.4 -0.1 0.3 0.0000
H 1.776788 -4.441849 -3.755702 -0.8 0.1 0.6 0.0000
H 0.546687 -4.975122 -2.455503 0.5 0.5 -0.9 0.0000
H -1.808758 -4.540078 -2.635927 0.4 0.6 -0.7 0.0000
H -3.737161 -3.373509 -3.841119 1.0 0.1 -0.2 0.0000
H -3.371310 -1.659119 -5.664444 0.8 -0.4 0.4 -0.0001
H -0.958912 -1.075480 -6.397539 -0.1 -1.4 1.2 0.0000
H 1.409769 -1.251563 -5.361248 -0.1 -0.5 -0.1 0.0000
H -2.892032 -1.796782 -0.412529 0.2 0.3 -0.5 0.0000
H -3.419582 -0.614988 -1.463289 0.1 0.0 0.3 -0.0001
H -0.351504 -0.023994 -3.425011 -0.6 -0.1 0.3 0.0009
H 2.421568 0.076764 -0.552774 -1.0 -0.1 -0.4 -0.0014
H 1.460289 -0.322587 -2.065300 0.3 0.3 1.1 0.0015
H 1.296784 1.684834 -3.778328 0.6 0.2 0.8 0.0010
H 2.647020 2.777462 -3.221524 -0.7 -0.6 0.2 -0.0028
H 2.842228 0.989728 -3.101476 -0.7 0.8 0.1 -0.0002
H 3.565561 2.099193 -0.865772 -1.0 0.3 0.2 0.0000
H 2.417737 2.346067 0.485520 -0.1 0.2 -1.0 -0.0032
H 2.640171 3.631651 -0.814024 -0.4 -1.0 0.2 -0.0015
C -2.077967 1.786565 -7.850998 -0.1 0.2 0.1 0.0000
Cl -0.711598 0.691918 -7.611709 0.1 0.7 -0.4 0.0000
Cl -3.168787 1.186326 -9.106083 0.0 0.0 0.0 0.0000
H -2.627595 1.871619 -6.916835 0.1 -0.1 -0.1 0.0000
H -1.701385 2.761356 -8.147752 0.0 -0.1 -0.1 0.0000
C -1.501987 1.645887 4.369309 0.0 0.0 0.1 -0.0002
Cl -2.571288 2.012095 3.012835 -0.2 0.0 0.2 0.0000
Cl 0.110520 1.141216 3.835571 0.1 0.1 0.4 0.0002
H -1.404408 2.535003 4.986058 0.0 0.0 -0.1 0.0001
H -1.941107 0.841805 4.947786 0.1 0.0 -0.2 0.0000
C -6.245496 1.029106 -7.471231 0.0 0.1 0.0 0.0000
Cl -6.127366 -0.658357 -6.957115 0.1 0.0 -0.1 0.0000
Cl -7.492016 1.891079 -6.560982 0.0 0.1 0.0 0.0000
H -5.289620 1.515111 -7.305499 -0.1 -0.1 0.1 0.0000
H -6.495952 1.059141 -8.527873 -0.1 -0.1 0.1 0.0000
C 2.952392 -3.476009 4.615542 0.1 0.0 0.0 0.0000
Cl 3.304799 -2.162166 3.484824 0.1 0.1 0.1 0.0000
Cl 1.219472 -3.815960 4.682835 0.0 -0.1 0.1 0.0000
H 3.474617 -4.373847 4.289353 -0.3 0.5 -0.1 0.0000
H 3.293905 -3.188927 5.606623 -0.1 0.1 -0.1 0.0000
C 3.407963 -7.885953 5.050085 -0.1 -0.2 0.0 0.0000
Cl 1.844698 -7.726880 4.244845 0.0 -0.1 0.0 0.0000
Cl 4.265697 -6.338795 5.101816 0.3 -0.5 0.2 0.0000
H 3.247300 -8.232175 6.067210 0.0 0.2 -0.1 0.0000
H 4.013624 -8.604848 4.505531 0.0 0.2 0.0 0.0000
C -1.455392 0.827162 8.160230 0.1 -0.1 0.3 0.0000
Cl -2.952471 1.250752 7.321190 -0.1 0.0 0.2 0.0000
Cl -0.269200 0.092038 7.065783 0.0 0.0 0.2 0.0000
H -1.021153 1.730020 8.577805 -0.1 0.0 -0.1 0.0000
H -1.687478 0.121906 8.953475 0.0 0.0 -0.2 0.0000
C 0.493374 4.334069 6.978404 0.0 0.0 -0.3 0.0000
Cl 0.045011 4.087891 8.673334 0.1 0.1 0.1 0.0000
Cl -0.856313 4.997267 6.046684 0.0 0.0 -0.1 0.0000
H 1.331435 5.029441 6.934762 -0.7 -0.3 0.0 0.0000
H 0.782689 3.377578 6.547774 -0.1 0.0 0.1 0.0000
C 4.093760 6.012851 6.138231 0.2 0.1 -0.1 0.0000
Cl 3.046016 5.730704 4.742807 0.0 0.0 0.0 0.0000
Cl 3.348711 5.423149 7.630635 0.8 0.2 0.3 0.0000
H 5.033847 5.490460 5.984785 -0.2 -0.1 0.0 0.0000
H 4.274328 7.079859 6.233573 -0.1 -0.1 0.0 0.0000
```
Forces are in eV/Å.

For the calculated total energy, the calculation gives -9152.41830 Eh. Its energy above the lowest of the compared OMol25 structures with the same formula, charge and spin is 3.451 eV. As for the spin multiplicity: 2. The value obtained for the gap between HOMO and LUMO (alpha / beta) is 7.18 / 7.17 eV. As for the HOMO energy (alpha / beta): -6.79 / -6.79 eV. As for the largest force on an atom: 3.4 eV/A.